Record 1
Density functional theory data (ωB97M-V with the def2-TZVPD basis set) for the molecule C5H12N2O at a distorted geometry.

Each line ends with the Löwdin charge.
Positions of all 20 atoms, in Å:
N 1.04343 -2.97809 0.65118  -0.026
C 0.30867 -2.26267 -0.40212  -0.291
C 0.54613 -0.74632 -0.45270  -0.209
C -0.71269 0.11282 -0.55180  -0.148
C -0.64402 1.45382 0.25115  -0.353
N 0.57878 1.68832 0.99268  0.043
C -1.00793 2.65704 -0.59147  -0.222
O -0.48151 3.72905 -0.47997  0.068
H 0.67497 -2.63956 1.54079  0.062
H 1.99516 -2.61258 0.65273  0.060
H 0.47806 -2.78832 -1.34561  0.105
H -0.73950 -2.43811 -0.14345  0.097
H 1.21416 -0.46315 0.35628  0.084
H 1.21079 -0.51123 -1.29512  0.112
H -0.95249 0.36116 -1.58382  0.102
H -1.54765 -0.48377 -0.16774  0.103
H -1.46871 1.38333 0.96586  0.141
H 0.50806 1.43001 1.96598  0.083
H 0.81049 2.67171 0.93112  0.066
H -1.81422 2.43655 -1.29399  0.122

For the HOMO-LUMO gap, the calculation gives 10.17 eV. The calculation puts the largest force on an atom at 1.42 eV/A. As for the SMILES: NCCC[C@@H](N)C=O. The calculation puts the relative energy (zero: lowest compared OMol25 entry of this formula, charge and spin) at 46.9 kcal/mol. The calculation puts the HOMO energy at -0.3482 Eh.

***

Record 2
Density functional theory data (ωB97M-V with the def2-TZVPD basis set) for the molecule CH3Cl2O3P at a distorted geometry.

Each line ends with the Löwdin charge.
Positions of all 10 atoms, in Å:
O 0.60782 -0.88465 0.47287  -0.115
P -0.31112 -0.24442 -0.61857  0.542
O -1.74318 -0.85707 -0.21920  -0.187
O -0.24432 1.25976 -0.16894  -0.214
C 1.16194 -0.02983 -2.31573  -1.152
Cl 0.13835 0.69289 -3.51329  0.438
Cl 1.75718 -1.59699 -2.83772  0.436
H 1.27441 -1.36750 0.17604  -0.017
H -2.11786 -0.60443 0.68570  0.123
H 0.73135 1.60035 -0.24524  0.145

For the HOMO-LUMO gap, the calculation gives 7.85 eV. The calculation puts the largest force on an atom at 6.25 eV/A. As for the SMILES: OP(O)(O)=C(Cl)Cl. The calculation puts the relative energy (zero: lowest compared OMol25 entry of this formula, charge and spin) at 52.0 kcal/mol. The calculation puts the HOMO energy at -0.3056 Eh.

***

Record 3
Density functional theory data (ωB97M-V with the def2-TZVPD basis set) for the molecule C5H6O.

Each line ends with the Löwdin charge.
Positions of all 12 atoms, in Å:
C -0.79169 -1.84903 -1.42695  0.128
C -0.83324 -0.96852 -0.60777  -0.085
C -0.89474 0.17617 0.31867  -0.410
O -1.14003 1.37862 -0.40942  -0.030
C 0.39138 0.47924 1.05271  -0.129
C 1.59214 0.22414 0.54287  0.020
H -0.74957 -2.64400 -2.13917  0.030
H -1.74428 0.03645 1.00164  0.146
H -0.26497 1.63412 -0.74183  0.096
H 0.25608 1.22595 1.83236  0.109
H 1.70572 -0.46118 -0.29570  0.063
H 2.47320 0.76805 0.87258  0.061

For the HOMO-LUMO gap, the calculation gives 11.10 eV. The calculation puts the largest force on an atom at 0.50 eV/A. As for the SMILES: C#C[C@H](O)C=C. The calculation puts the relative energy (zero: lowest compared OMol25 entry of this formula, charge and spin) at 61.5 kcal/mol. The calculation puts the HOMO energy at -0.3702 Eh.